# 1
Formula: C26H52B3Cl44F3O4
Source: the Open Molecules 2025 dataset
Level of theory: ωB97M-V/def2-TZVPD

Results
E_tot ... -21945.56870 hartree
Charge ... 0
Highest occupied orbital energy ... -10.1611 eV
Frontier orbital gap ... 10.2 eV

Structure (XYZ):
```
132
Properties=species:S:1:pos:R:3:lowdin_charge:R:1
C -1.0918 1.2900 4.7643 -0.0802
C -0.9850 2.7841 4.9760 -0.1789
C -0.8914 3.5181 3.6933 -0.1548
O 0.4584 3.6883 3.2880 0.2179
B 0.8098 2.8859 2.3232 -0.8011
O 1.8044 1.9628 2.4753 0.3375
B 1.3812 0.7407 2.1035 -0.3583
O 0.5932 0.6062 0.9851 0.3455
B -0.2391 1.6388 0.8865 -0.4968
C -1.8194 1.4330 0.5998 -0.6232
F -2.0296 0.7682 -0.5049 0.0683
F -2.4136 0.7986 1.5470 0.2173
F -2.4499 2.5397 0.4805 0.2153
O 0.2141 2.8792 1.0733 0.3997
H -0.6082 1.0668 3.8300 0.0614
H -0.6446 0.7451 5.5460 0.0337
H -2.1074 1.0482 4.6330 -0.0019
H -1.8465 3.1050 5.4915 0.0901
H -0.1178 3.0085 5.5458 0.1209
H -1.4831 3.0091 2.9631 0.1202
H -1.3223 4.4748 3.8156 0.1046
H 1.6782 -0.1797 2.7804 0.1315
C -2.7703 0.2723 -2.4764 -1.0182
Cl -2.0295 0.7466 -4.0107 0.5373
Cl -4.4392 -0.2666 -2.6948 0.5460
H -2.1972 -0.5384 -2.0488 0.0377
H -2.7646 1.1264 -1.8130 0.0105
C -5.0812 0.1457 5.4730 -1.0633
Cl -5.1587 1.8576 5.0356 0.4946
Cl -3.5211 -0.2572 6.1989 0.5508
H -5.8728 -0.0761 6.1758 0.0331
H -5.1996 -0.4485 4.5705 -0.1647
C 0.3062 -2.6466 6.7404 -1.0013
Cl 1.7801 -2.0672 5.9499 0.4969
Cl -0.5626 -1.3584 7.5790 0.5013
H -0.3498 -3.0831 5.9989 0.0292
H 0.5940 -3.3892 7.4738 0.0044
C -1.5120 -0.6903 -7.5297 -1.0144
Cl -0.7707 -0.2089 -9.0612 0.5062
Cl -3.1815 -1.2275 -7.7560 0.5282
H -0.9399 -1.5035 -7.1034 0.0022
H -1.5058 0.1613 -6.8632 -0.0111
C -2.4411 -3.7611 10.3176 -1.0423
Cl -0.7024 -3.4356 10.3861 0.4824
Cl -3.3732 -2.2796 10.0496 0.5073
H -2.6224 -4.4562 9.5014 -0.0917
H -2.7473 -4.1990 11.2589 0.0251
C -6.8658 -1.9605 2.9572 -0.9327
Cl -6.9585 -0.3086 2.3385 0.5119
Cl -5.4121 -2.2015 3.9387 0.6200
H -7.7318 -2.1457 3.5776 0.0319
H -6.8423 -2.6486 2.1233 0.0294
C -0.7656 -0.9146 13.4416 -1.0334
Cl -1.7299 -1.9608 14.4941 0.4901
Cl -1.2762 0.7732 13.5583 0.5022
H 0.2720 -0.9849 13.7374 0.0242
H -0.8864 -1.2443 12.4181 -0.0192
C 5.8632 -2.0422 -0.3556 -1.0434
Cl 4.7739 -2.7892 0.8204 0.5354
Cl 7.5463 -2.1492 0.1725 0.5000
H 5.7649 -2.5535 -1.2932 -0.0437
H 5.5998 -0.9983 -0.4644 0.0231
C 6.3189 -2.0145 4.0554 -1.0550
Cl 7.1138 -3.5861 3.9018 0.5084
Cl 4.6368 -2.1674 4.5739 0.4567
H 6.8526 -1.4246 4.7884 0.0043
H 6.3400 -1.5259 3.0887 -0.0249
C 5.7649 1.8527 4.1218 -1.0048
Cl 4.6600 1.1804 5.3172 0.5246
Cl 7.4598 1.5996 4.5783 0.4938
H 5.5765 1.3799 3.1654 0.0214
H 5.5964 2.9185 4.0529 0.0259
C 2.5158 -1.4228 -10.7096 -1.0422
Cl 3.1675 -0.6738 -9.2494 0.4920
Cl 3.3346 -2.9493 -11.0843 0.5374
H 1.4632 -1.6238 -10.5575 -0.0209
H 2.6553 -0.7444 -11.5384 -0.0169
C -0.9774 -7.2221 9.1196 -0.9677
Cl -2.3938 -6.4112 8.4299 0.5700
Cl -0.6429 -6.7029 10.7775 0.5226
H -1.1616 -8.2872 9.1197 0.0245
H -0.1182 -6.9879 8.5061 0.0271
C -3.0385 7.4194 4.8646 -1.0136
Cl -1.4211 7.6755 5.5291 0.5091
Cl -3.7157 5.8648 5.3602 0.4939
H -3.6886 8.2076 5.2181 0.0244
H -2.9748 7.4372 3.7848 0.0256
C -7.4122 1.7585 -3.1197 -1.0446
Cl -7.4590 1.3084 -1.4100 0.4759
Cl -9.0329 1.9781 -3.7936 0.5021
H -6.8695 2.6887 -3.2158 0.0261
H -6.9122 0.9751 -3.6709 -0.0091
C 8.1444 -0.8848 -3.2440 -1.0209
Cl 6.4773 -1.4516 -3.4661 0.5465
Cl 8.8863 -0.4131 -4.7747 0.5177
H 8.1314 -0.0278 -2.5843 0.0251
H 8.7228 -1.6866 -2.8075 0.0151
C 1.6759 -5.1517 -8.2063 -1.0190
Cl 0.7280 -6.1956 -7.1425 0.5144
Cl 0.9956 -3.5241 -8.3157 0.5213
H 2.6808 -5.0765 -7.8143 0.0272
H 1.6878 -5.5837 -9.1978 0.0222
C -5.5315 1.2453 -9.2851 -1.0416
Cl -6.1014 2.3601 -8.0340 0.5004
Cl -5.7848 1.8949 -10.9087 0.5051
H -4.4728 1.0777 -9.1396 -0.0244
H -6.0781 0.3171 -9.1928 0.0225
C -2.9780 4.9551 -8.4529 -1.0260
Cl -2.3608 5.7173 -6.9819 0.5021
Cl -2.1079 3.4669 -8.8417 0.4947
H -4.0221 4.7121 -8.3059 -0.0024
H -2.8617 5.6462 -9.2760 0.0246
C -6.8888 4.0507 2.2182 -0.9767
Cl -6.0705 4.6807 3.6477 0.4641
Cl -6.1615 2.4991 1.7945 0.4525
H -7.9352 3.8979 2.4432 0.0306
H -6.7721 4.7454 1.3983 0.0288
C 10.2597 1.0495 2.0092 -1.0152
Cl 11.0089 1.6236 0.5148 0.5094
Cl 8.6059 0.4913 1.7444 0.4627
H 10.8420 0.2239 2.3943 0.0282
H 10.2403 1.8635 2.7226 0.0187
C 4.2363 2.5243 -11.1689 -1.0185
Cl 5.0126 3.0358 -12.6708 0.5104
Cl 2.5706 1.9942 -11.4308 0.5192
H 4.7962 1.6977 -10.7517 0.0121
H 4.2255 3.3588 -10.4817 0.0256
C 3.9535 -5.5347 -13.5784 -1.0449
Cl 2.2672 -6.0549 -13.6790 0.4967
Cl 4.6338 -5.1808 -15.1699 0.5062
H 3.9960 -4.6366 -12.9781 -0.0552
H 4.5324 -6.3267 -13.1235 0.0243
```

---

# 2
Formula: C28H49BrNP3Sn
Source: the Open Molecules 2025 dataset
Level of theory: ωB97M-V/def2-TZVPD

Results
E_tot ... -4961.75333 hartree
Charge ... +4
Highest occupied orbital energy (spin up / spin down) ... -18.5381 / -18.2680 eV
Frontier orbital gap (spin up / spin down) ... 6.0 / 4.2 eV

Structure (XYZ):
```
83
Properties=species:S:1:pos:R:3:lowdin_charge:R:1
N 1.4695 -9.0762 2.2653 0.3149
C 1.7567 -8.1814 3.2167 0.0048
C 1.4491 -6.7785 3.1351 0.0767
C 0.9184 -6.2272 1.8986 -0.1266
C 0.6564 -7.2007 0.9337 0.0387
C 0.9087 -8.5537 1.1819 -0.0115
C 0.7711 -4.7361 1.6962 0.0188
Sn -0.2412 0.3838 0.0610 1.1732
P -2.8212 2.9260 -0.4733 1.1339
C 0.4725 -3.9681 0.5825 0.0105
C 0.0029 -2.5604 0.7628 -0.2800
C -1.2474 -2.1355 0.2303 -0.1291
C -2.1030 -1.3079 1.1011 -0.1453
C -1.5911 -0.7528 2.4077 -0.7126
C -0.2342 -1.0999 2.7257 -0.1621
C 0.5997 -1.8763 1.8485 -0.0920
Br -2.4581 -0.0283 3.9551 0.8670
H 0.9558 -4.2242 2.6415 0.1134
H 0.3474 -4.5636 -0.3667 0.1399
H 1.6360 -6.1927 4.0439 0.1407
H 0.2432 -6.8981 -0.0082 0.1280
H 2.2213 -8.6180 4.1226 0.1701
H 0.6392 -9.2960 0.4440 0.1609
H -1.4876 -2.6539 -0.7146 0.1308
H 1.6420 -2.1972 2.0434 0.1372
H -3.1866 -1.2330 0.9808 0.1219
H -0.0204 -0.8536 3.7797 0.1031
P 1.1705 0.5643 -2.1629 0.8222
C -3.3803 2.5800 1.2343 -0.3939
C -4.8034 3.0704 1.5477 -0.1079
H -2.6362 3.0354 1.9222 0.1005
H -3.2795 1.4787 1.3619 0.0398
H -5.0424 2.9879 2.6181 0.0997
H -4.9158 4.1256 1.2909 0.0827
H -5.6125 2.5575 1.0220 0.0860
C -3.8057 1.9377 -1.6917 -0.3570
C -4.7113 2.7703 -2.6111 -0.1110
H -4.4260 1.1967 -1.1564 0.1012
H -3.0565 1.2966 -2.2235 0.0563
H -5.2406 2.1787 -3.3719 0.1015
H -5.4793 3.2894 -2.0329 0.0863
H -4.2072 3.5563 -3.1649 0.0745
C -1.7377 4.3173 -1.0907 -0.3414
C -2.1545 5.7106 -0.5961 -0.1204
H -1.7480 4.3366 -2.1921 0.0987
H -0.6908 3.9901 -0.8380 0.0756
H -1.3953 6.5018 -0.6932 0.1017
H -3.0151 6.0546 -1.1845 0.0924
H -2.5172 5.7920 0.4279 0.0747
C 2.1642 2.0598 -2.4640 -0.3703
C 3.3314 1.9622 -3.4465 -0.0991
H 2.5202 2.3693 -1.4721 0.0179
H 1.4621 2.8383 -2.7997 0.0972
H 4.2654 1.6375 -2.9715 0.0850
H 3.1270 1.2854 -4.2824 0.0830
H 3.5317 2.9577 -3.8678 0.1006
C -0.4022 0.6024 -3.1052 -0.4246
C -0.9724 -0.7588 -3.4653 -0.1208
H -0.2214 1.2425 -3.9867 0.1150
H -1.1328 1.1301 -2.4608 -0.0016
H -0.2353 -1.4165 -3.9364 0.0870
H -1.4005 -1.2949 -2.6119 0.0539
H -1.7803 -0.6230 -4.1851 0.0995
C 2.1213 -0.9829 -2.4065 -0.3723
C 3.3213 -1.1221 -1.4650 -0.1197
H 2.4470 -1.0287 -3.4679 0.1128
H 1.4157 -1.8124 -2.2124 0.0757
H 3.5839 -2.1810 -1.3309 0.0943
H 4.2243 -0.6361 -1.8468 0.0888
H 3.1427 -0.7254 -0.4578 0.0237
C 3.1705 0.6341 2.0656 -0.2832
P 1.9701 2.0235 1.7326 0.7766
C 2.0804 2.9272 3.4032 -0.2385
C 3.1113 3.1277 0.7645 -0.2827
H 2.7885 -0.0212 2.8489 0.0297
H 4.1617 0.9877 2.3913 0.0748
H 3.3358 -0.0354 1.2076 0.0035
H 3.1095 3.1754 3.7005 0.0679
H 1.4987 3.8625 3.3869 0.0513
H 1.6098 2.2973 4.1707 0.0406
H 3.9735 3.4583 1.3681 0.0736
H 3.4928 2.6109 -0.1282 0.0182
H 2.5695 4.0241 0.4205 0.0550
```

---

# 3
Formula: C54H64CoN16O2P
Source: the Open Molecules 2025 dataset
Level of theory: ωB97M-V/def2-TZVPD

Results
E_tot ... -4846.94722 hartree
Charge ... -1
Multiplicity ... 2
Highest occupied orbital energy (spin up / spin down) ... -4.3203 / -4.3338 eV
ΔE to the lowest compared entry with this formula, charge and spin ... 0.0 kcal/mol
Frontier orbital gap (spin up / spin down) ... 5.8 / 5.8 eV

Structure (XYZ):
```
138
Properties=species:S:1:pos:R:3:lowdin_charge:R:1
Co -0.3500 0.6281 0.4743 0.6168
C 1.4528 -0.3655 -3.9137 -0.0706
C 1.2223 1.1174 -3.5901 -0.3509
C -0.2498 1.3530 -3.2994 -0.0815
C 2.2320 1.6220 -2.5520 -0.1201
C 3.5402 1.6839 -3.0416 -0.0730
C 4.5839 2.2287 -2.3183 -0.1220
C 4.3202 2.7479 -1.0616 -0.1029
C 3.0392 2.7069 -0.5238 -0.1613
C 2.8169 3.3505 0.8393 -0.3737
C 3.0430 4.8642 0.7765 -0.0526
C 3.7096 2.7426 1.9183 -0.0777
C 1.9961 2.1122 -1.2587 -0.1537
N 0.6747 2.1758 -0.6737 0.0609
C 0.1822 3.3595 -0.7118 -0.1179
C -0.9916 3.8894 -0.0774 -0.1319
C -1.1131 5.2904 -0.1823 -0.0692
C -2.1286 5.9975 0.4020 -0.1153
C -3.0925 5.2581 1.1118 -0.0911
C -3.0297 3.8963 1.2075 -0.0545
C -1.9735 3.1249 0.6208 -0.2260
N -1.9566 1.7815 0.6813 0.0385
C -3.1696 1.1875 1.2044 -0.1772
C -3.3089 0.9491 2.5831 -0.1568
C -4.4509 0.3215 3.0655 -0.0445
C -5.4748 -0.0526 2.2182 -0.0857
C -5.3713 0.2580 0.8753 -0.0691
C -4.2511 0.8994 0.3381 -0.1099
C -4.4017 1.2751 -1.1437 -0.3415
C -4.5703 2.7813 -1.3833 -0.0589
C -3.3483 0.7210 -2.0911 -0.0567
C -2.2728 1.3979 3.5909 -0.3645
C -1.8877 0.2951 4.5845 -0.0700
C -2.7488 2.6288 4.3726 -0.0511
H 0.8569 -0.6462 -4.7857 0.0789
H 1.1364 -0.9842 -3.0740 0.0436
H 2.5026 -0.5789 -4.1332 0.0615
H 1.4642 1.6917 -4.4913 0.1282
H -0.5702 0.8228 -2.4102 0.0335
H -0.8492 0.9572 -4.1194 0.0859
H -0.4831 2.4134 -3.1791 0.0815
H 3.7187 1.3396 -4.0550 0.1089
H 5.5778 2.2917 -2.7464 0.0972
H 5.1149 3.2228 -0.4959 0.1053
H 1.7935 3.1786 1.1588 0.0799
H 4.0830 5.1023 0.5320 0.0716
H 2.8090 5.3153 1.7437 0.0834
H 2.4052 5.3345 0.0249 0.0686
H 4.7704 2.9365 1.7238 0.0693
H 3.5529 1.6670 1.9661 0.0343
H 3.4491 3.1449 2.8985 0.0685
H 0.7455 4.1165 -1.2681 0.1312
H -0.3516 5.8167 -0.7497 0.1020
H -2.1888 7.0742 0.3202 0.0854
H -3.9154 5.7758 1.5932 0.1009
H -3.8114 3.3695 1.7358 0.1085
H -4.5413 0.1384 4.1298 0.1049
H -6.3561 -0.5548 2.6008 0.0938
H -6.1912 0.0132 0.2082 0.0956
H -5.3509 0.8195 -1.4370 0.1122
H -3.6113 3.2986 -1.3997 0.0703
H -5.1991 3.2555 -0.6274 0.0778
H -5.0411 2.9292 -2.3598 0.0747
H -2.3474 0.9912 -1.7674 0.0398
H -3.5086 1.1279 -3.0951 0.0898
H -3.4043 -0.3626 -2.1650 0.0599
H -1.3866 1.6817 3.0429 0.0779
H -2.6907 0.1150 5.3062 0.0680
H -1.0001 0.5997 5.1437 0.0665
H -1.6721 -0.6390 4.0659 0.0567
H -3.7087 2.4306 4.8607 0.0757
H -2.8613 3.5041 3.7323 0.0567
H -2.0151 2.8752 5.1447 0.0785
N 1.1016 -1.3219 2.7410 0.1266
C 1.1110 0.0470 3.0442 -0.4996
N 1.6738 0.5392 4.1336 0.0326
N 1.5026 1.8706 4.0133 -0.0754
N 0.9057 2.1477 2.8936 -0.0466
N 0.6461 0.9964 2.2491 -0.0026
C 1.0634 -1.7005 1.4056 -0.5566
N 1.1990 -2.9539 1.0008 0.0592
N 1.3868 -2.8363 -0.3414 -0.0513
N 1.3916 -1.5970 -0.6865 -0.0485
N 1.1566 -0.8292 0.4040 -0.0315
H 0.5520 -1.9026 3.3568 0.1314
C 6.4951 -1.1371 1.9527 -0.1238
N 5.1456 -1.8411 2.0270 -0.0582
C 5.2145 -3.1397 1.2206 -0.1130
N 5.6448 -2.8888 -0.1098 -0.1470
C 6.9306 -2.2051 -0.1064 -0.1771
N 6.8900 -0.9256 0.6015 -0.1470
C 6.0110 0.0476 -0.0858 -0.3053
P 4.2165 -0.4591 -0.2719 1.1084
C 4.0357 -0.9688 1.5053 -0.2597
C 4.6201 -2.1723 -0.8958 -0.2977
H 7.2079 -1.7827 2.4681 0.1350
H 6.3860 -0.1936 2.4861 0.1428
H 4.9326 -2.0655 2.9991 0.1821
H 4.2113 -3.5651 1.2364 0.1393
H 5.9180 -3.7882 1.7444 0.1360
H 7.2456 -2.0311 -1.1337 0.1304
H 7.6647 -2.8493 0.3845 0.1272
H 6.0513 1.0004 0.4482 0.0774
H 6.4173 0.2320 -1.0823 0.0846
H 3.1167 -1.5360 1.6447 0.0562
H 3.9674 -0.0942 2.1471 0.0734
H 4.9703 -2.0777 -1.9259 0.0910
H 3.7065 -2.7685 -0.9213 0.0595
O -1.6412 -1.3157 1.8239 0.0252
C -1.8326 -1.7310 0.6840 -0.5435
N -2.4331 -2.9189 0.3719 0.1598
C -2.4074 -3.1534 -1.0468 -0.2652
C -1.6644 -1.8643 -1.5140 -0.4518
O -1.4168 -1.6661 -2.6882 0.0453
N -1.4332 -1.0604 -0.4450 0.1482
C -3.7983 -3.1098 -1.6914 -0.1349
C -3.9533 -3.4456 -3.0351 -0.0181
C -5.1958 -3.3599 -3.6422 -0.0818
C -6.3043 -2.9367 -2.9149 -0.1036
C -6.1508 -2.5916 -1.5820 -0.0890
C -4.9012 -2.6720 -0.9741 -0.0262
C -1.6898 -4.4525 -1.3890 -0.1400
C -0.6744 -4.5400 -2.3312 -0.0290
C -0.0932 -5.7709 -2.6178 -0.0787
C -0.5161 -6.9218 -1.9704 -0.1060
C -1.5259 -6.8371 -1.0190 -0.0922
C -2.1053 -5.6114 -0.7379 -0.0331
H -2.6386 -3.6044 1.0746 0.1457
H -3.0887 -3.7568 -3.6079 0.1169
H -5.2999 -3.6209 -4.6886 0.0965
H -7.2764 -2.8740 -3.3884 0.0925
H -7.0023 -2.2492 -1.0056 0.0960
H -4.7820 -2.3677 0.0580 0.1031
H -0.3354 -3.6433 -2.8318 0.1035
H 0.7065 -5.8220 -3.3469 0.0979
H -0.0665 -7.8789 -2.2048 0.0914
H -1.8604 -7.7245 -0.4957 0.0945
H -2.9049 -5.5615 -0.0058 0.1129
```

---

# 4
Formula: C2H6IN2O
Source: the Open Molecules 2025 dataset
Level of theory: ωB97M-V/def2-TZVPD

Results
E_tot ... -561.81266 hartree
Charge ... +1
Highest occupied orbital energy ... -13.8579 eV
ΔE to the lowest compared entry with this formula, charge and spin ... 105.9 kcal/mol
Frontier orbital gap ... 8.7 eV

Structure (XYZ):
```
12
Properties=species:S:1:pos:R:3:nbo_charge:R:1
C -0.2142 0.1029 -1.8102 -0.3690
C 0.4680 0.5349 0.4754 0.1552
N 1.3942 1.1119 0.9137 0.2765
N 0.2663 -0.4984 -0.4523 -0.5831
O 2.1072 1.8161 1.4857 -0.2054
I -1.3053 -0.4579 2.5711 -0.1238
H 0.1198 -0.5940 -2.5159 0.2354
H -1.2798 0.1373 -1.7111 0.2436
H 0.3039 1.1030 -1.8662 0.2486
H -2.5620 -1.1647 3.4197 0.1552
H 1.2460 -0.9775 -0.4688 0.4757
H -0.5442 -1.1136 -0.0410 0.4912
```

---

Question: The highest E_tot belongs to which entry?
Answer: C2H6IN2O

---

Question: The highest E_tot belongs to which entry?
Answer: C2H6IN2O

---

Question: Among the records above, which one has the lowest E_tot?
Answer: C26H52B3Cl44F3O4